{
  "formula": "C27H58Cl4N6O11",
  "method": "ωB97M-V with the def2-TZVPD basis set",
  "species": ["O", "C", "C", "O", "H", "H", "H", "H", "C", "C", "O", "C", "O", "O", "H", "H", "H", "H", "C", "C", "O", "N", "C", "H", "H", "H", "H", "H", "H", "H", "C", "C", "O", "N", "C", "H", "H", "H", "H", "H", "H", "H", "C", "C", "O", "N", "C", "H", "H", "H", "H", "H", "H", "H", "C", "C", "O", "N", "C", "H", "H", "H", "H", "H", "H", "H", "C", "C", "O", "N", "C", "H", "H", "H", "H", "H", "H", "H", "C", "C", "O", "N", "C", "H", "H", "H", "H", "H", "H", "H", "Cl", "C", "C", "Cl", "H", "H", "H", "H", "Cl", "C", "C", "Cl", "H", "H", "H", "H"],
  "positions_angstrom": [[1.4982, 0.1907, -1.2292], [0.7889, -0.8517, -0.6184], [-0.6054, -0.6611, 0.0917], [-1.7287, -0.0970, -0.5852], [1.4365, -1.3298, 0.1165], [0.7983, -1.6856, -1.3203], [-0.4237, -0.0159, 0.9513], [-0.9311, -1.6219, 0.4905], [-2.7707, -2.6503, 3.8153], [-2.5607, -1.1738, 3.8779], [-1.5054, -0.9695, 4.7785], [-0.8176, -2.0982, 4.8059], [0.2444, -2.2767, 5.3382], [-1.4860, -3.0988, 4.2037], [-3.0080, -2.9974, 2.8097], [-3.4794, -3.2256, 4.4111], [-3.4916, -0.6883, 4.1705], [-2.2898, -0.7929, 2.8932], [1.0632, 5.7952, -0.5632], [0.9121, 4.2805, -0.8306], [-0.0145, 3.8603, -1.5352], [1.7067, 3.4225, -0.2841], [2.5870, 3.6402, 0.8059], [0.9952, 6.0530, 0.4937], [0.1579, 6.2988, -0.9024], [1.8753, 6.2335, -1.1433], [1.4490, 2.4538, -0.4079], [2.2382, 3.2802, 1.7738], [2.8076, 4.7021, 0.9141], [3.5626, 3.1950, 0.6105], [-3.3011, -3.4443, -0.8926], [-4.3706, -2.7369, -1.6630], [-5.3127, -3.3881, -2.0452], [-4.1898, -1.4316, -1.7397], [-5.0850, -0.5024, -2.3938], [-3.6460, -3.6767, 0.1150], [-2.3666, -2.8834, -0.8794], [-3.1289, -4.3866, -1.4127], [-3.3500, -1.1172, -1.2750], [-4.5483, 0.1947, -3.0373], [-5.4156, 0.1783, -1.6094], [-5.9328, -0.8942, -2.9558], [5.3263, 1.1950, 5.2095], [4.0480, 1.2069, 4.4912], [3.3536, 2.2743, 4.5127], [3.6948, 0.0764, 3.8124], [2.5988, -0.0448, 2.8893], [5.6750, 0.1868, 5.4331], [4.9885, 1.7339, 6.0946], [6.0299, 1.8320, 4.6734], [4.3685, -0.6724, 3.7379], [2.7936, -0.4750, 1.9069], [2.2114, 0.9606, 2.7241], [1.7426, -0.5904, 3.2861], [-0.6708, -3.5277, -3.5394], [-1.4310, -2.4562, -4.3222], [-1.2319, -1.3134, -4.0244], [-2.2330, -2.9342, -5.2555], [-2.9837, -2.2146, -6.1828], [0.3735, -3.4093, -3.8284], [-0.9411, -4.5713, -3.7003], [-0.7591, -3.3802, -2.4630], [-2.3099, -3.9327, -5.3871], [-3.3443, -1.3005, -5.7111], [-3.8790, -2.7680, -6.4662], [-2.4524, -1.8939, -7.0788], [-5.2504, 3.4712, -1.6265], [-4.0238, 2.5242, -1.5065], [-3.1469, 2.5438, -2.3871], [-3.8677, 1.7978, -0.3842], [-4.7719, 1.9640, 0.7137], [-6.2174, 2.9967, -1.4594], [-5.2032, 3.8183, -2.6587], [-5.3766, 4.3371, -0.9765], [-3.1644, 1.0798, -0.4840], [-4.8102, 2.9623, 1.1498], [-4.6824, 1.2073, 1.4931], [-5.8201, 1.7837, 0.4753], [4.1507, 1.2300, -2.7747], [5.0740, 0.7795, -1.6857], [6.2507, 0.9028, -1.8776], [4.4108, 0.3705, -0.5176], [5.2008, -0.1470, 0.6176], [3.6860, 0.3173, -3.1475], [4.7096, 1.7781, -3.5333], [3.3518, 1.9205, -2.5045], [3.4042, 0.3043, -0.5670], [6.1407, -0.5963, 0.2968], [4.6624, -0.9873, 1.0559], [5.3975, 0.6555, 1.3285], [-1.4341, 2.2058, 4.4398], [-0.3080, 1.9247, 3.0916], [-0.8277, 2.6209, 1.8085], [-1.0176, 4.4001, 2.0410], [-0.1781, 0.8454, 3.0122], [0.6604, 2.3287, 3.3867], [-1.7846, 2.2194, 1.4749], [-0.1345, 2.4539, 0.9840], [3.9300, -5.6262, 0.5082], [4.5110, -4.2728, -0.4962], [3.4886, -3.7495, -1.4773], [3.2416, -4.9614, -2.8504], [5.3528, -4.6122, -1.0998], [4.8691, -3.4981, 0.1818], [3.6739, -2.8059, -1.9904], [2.5237, -3.5516, -1.0105]],
  "lowdin_charge": [-0.34, -0.43, -0.37, -0.36, 0.04, 0.05, 0.04, 0.06, -0.12, -0.15, 0.05, -0.59, 0.13, 0.06, 0.13, 0.13, 0.13, 0.13, -0.03, -0.59, 0.03, 0.02, -0.08, 0.04, 0.07, 0.07, 0.11, 0.06, 0.08, 0.08, -0.01, -0.62, 0.00, 0.06, -0.05, 0.07, 0.06, 0.08, 0.08, 0.08, 0.06, 0.08, -0.02, -0.53, -0.02, 0.03, -0.06, 0.08, 0.09, 0.09, 0.13, 0.06, 0.06, 0.08, -0.01, -0.58, 0.11, -0.01, -0.11, 0.07, 0.06, 0.06, 0.13, 0.09, 0.08, 0.08, -0.02, -0.53, 0.03, 0.02, -0.12, 0.05, 0.07, 0.06, 0.07, 0.08, 0.08, 0.06, -0.02, -0.57, 0.02, 0.04, -0.09, 0.08, 0.07, 0.07, 0.06, 0.07, 0.05, 0.07, 0.55, -0.64, -0.59, 0.55, 0.04, 0.04, 0.06, 0.05, 0.52, -0.67, -0.59, 0.47, 0.06, 0.06, 0.07, 0.06],
  "total_energy_ev": -110492.5250,
  "gap_ev": 4.8,
  "charge": -2,
  "fmax_ev_per_a": 4.4,
  "multiplicity": 1,
  "lumo_ha": 0.1428
}